{
  "formula": "C5H22N2O4S",
  "method": "wB97M-V/def2-TZVPD",
  "smiles": "CCNC[C@H](N)CS.O.O.O.O",
  "multiplicity": 1,
  "total_charge": 0,
  "symbols": ["C", "C", "N", "C", "C", "N", "C", "S", "H", "H", "H", "H", "H", "H", "H", "H", "H", "H", "H", "H", "H", "H", "O", "H", "H", "O", "H", "H", "O", "H", "H", "O", "H", "H"],
  "coordinates": [[2.157924, -1.164986, 1.664835], [0.797674, -1.868144, 1.551496], [-0.326213, -1.085178, 2.136952], [-1.420663, -0.796556, 1.228823], [-1.419719, 0.562095, 0.468105], [-2.387182, 0.430813, -0.605821], [0.016096, 0.931841, -0.001835], [0.079035, 2.544313, -0.838352], [2.299643, -0.717774, 2.662948], [2.352545, -0.335731, 0.862383], [2.934772, -1.859503, 1.587282], [0.813622, -2.845985, 2.105152], [0.628497, -2.154421, 0.480842], [0.027590, -0.229105, 2.566032], [-2.343131, -0.783020, 1.878777], [-1.510215, -1.672143, 0.496080], [-1.800013, 1.381885, 1.215668], [-2.070809, -0.027607, -1.403293], [-2.751753, 1.346027, -0.965944], [0.682279, 1.049042, 0.864427], [0.412483, 0.166016, -0.670669], [0.024796, 2.148897, -2.155831], [-0.008309, 0.219951, -3.209662], [0.600068, -0.193933, -3.843339], [-0.432635, -0.516028, -2.803418], [0.505409, 1.783263, 3.222753], [1.097328, 2.509258, 2.962150], [-0.324371, 2.160372, 3.398603], [1.861340, -1.766414, -1.851541], [2.178020, -0.899664, -1.696774], [2.569788, -2.358020, -1.520449], [-0.802360, -2.002320, -1.894578], [-1.086241, -2.019185, -0.979437], [0.190415, -2.139173, -1.949799]],
  "forces_ev_per_angstrom": [[-0.7322, 2.0718, -0.5952], [-0.2092, -0.3659, 0.2971], [0.9552, -0.1100, -0.7981], [-1.1196, -0.3994, 0.5121], [0.2044, 0.4933, 0.6245], [-1.8090, 2.5705, 0.9896], [-0.4525, 0.3414, 0.3490], [0.0848, 0.0458, -0.7252], [-0.2655, 0.0473, -0.3527], [-0.5504, -1.4652, 1.4830], [1.3026, -1.2331, -0.3523], [0.3294, 0.7449, -0.4315], [-0.0930, 0.4498, 0.8095], [-0.0905, -0.3107, -0.1659], [0.5203, -0.2405, -1.0604], [-0.1695, 1.2494, 1.2630], [0.7118, -1.3681, -1.4354], [0.9875, -1.1699, -1.3461], [0.6430, -1.0917, 0.7928], [-0.3029, -0.1877, -0.3452], [-0.0732, 0.0492, 0.0879], [-0.0510, 0.0189, 0.9543], [1.2486, 1.0958, -1.2730], [-0.2909, 0.3310, 0.1759], [-0.9224, -1.2209, 0.7738], [2.1314, -0.5154, -0.4579], [-0.4145, -0.3351, 0.1566], [-1.7139, 0.9305, 0.3758], [0.6996, -2.0858, 0.0008], [0.3644, 1.5896, 0.2067], [-0.6685, 0.4408, -0.3096], [0.8644, -0.3767, -0.8686], [0.2797, -0.1212, 0.0226], [-1.3982, 0.1274, 0.6420]]
}

***

{
  "formula": "C5H22NO6",
  "method": "wB97M-V/def2-TZVPD",
  "multiplicity": 1,
  "total_charge": -1,
  "symbols": ["C", "O", "C", "C", "C", "C", "N", "H", "H", "H", "H", "H", "H", "H", "H", "H", "H", "H", "H", "H", "H", "O", "H", "H", "O", "H", "H", "O", "H", "H", "O", "H", "H", "O"],
  "coordinates": [[1.507766, -0.440239, 0.663761], [2.264070, -0.667579, -0.492695], [0.552557, 0.752593, 0.443428], [-0.027668, 1.249217, 1.798813], [-1.043265, 0.315990, 2.426446], [-0.631785, 2.654908, 1.632241], [-0.535673, 0.424868, -0.519088], [0.992695, -1.370446, 0.936579], [2.228448, -0.194390, 1.431730], [1.126060, 1.616877, -0.020691], [0.800214, 1.328163, 2.517399], [-1.305057, 0.687226, 3.415687], [-1.967314, 0.319129, 1.849116], [-0.641870, -0.709975, 2.524571], [0.090776, 3.324208, 1.219647], [-0.970909, 3.032207, 2.586705], [-1.568807, 2.591988, 1.023038], [-0.905741, -0.591592, -0.353728], [-0.133114, 0.406155, -1.457209], [-1.561343, -2.673370, -2.343362], [-0.153655, -2.118734, -1.883706], [-0.943463, -2.808551, -1.622079], [1.273471, -1.660848, -2.965791], [1.605623, -0.990075, -1.369510], [0.784320, -1.171656, -2.409023], [3.210316, 1.669915, -2.066023], [3.144298, 0.718815, -0.908129], [3.534204, 1.542702, -1.235254], [-1.566598, -2.856006, -0.005634], [-1.395605, -1.801966, 1.072385], [-1.802241, -2.626540, 0.894050], [-2.210989, 1.457461, -0.559125], [-3.600787, 0.678049, -0.316967], [-3.197645, 1.602665, -0.445187]],
  "forces_ev_per_angstrom": [[0.2324, 0.5366, -1.1559], [-0.2385, -0.7110, -0.9686], [-0.2961, 0.1298, 0.3472], [0.1825, 0.5988, -0.4376], [0.0834, -0.3523, -0.0803], [-1.2547, -1.1696, -0.0688], [-0.5674, -1.5076, 0.6351], [-0.3475, 0.1627, 0.2326], [0.0746, 0.1048, 0.6560], [-0.4297, -1.1172, 0.5827], [0.1344, 0.0126, -0.2654], [-0.0012, -0.1034, 0.1905], [-0.0487, -0.2067, -0.1236], [-0.2818, 0.4160, 0.0747], [0.3434, 0.5796, -0.4334], [0.0620, 0.2308, 0.4811], [0.9599, 0.2079, 0.2044], [1.0266, 2.4476, -0.5521], [-0.1202, -0.2997, 0.2532], [-0.1573, -0.0383, -0.0119], [-0.6212, -0.4928, -0.0192], [0.6167, 0.3899, -0.2839], [2.6794, -2.6428, -3.2716], [0.4052, 0.6760, 0.8156], [-2.3129, 2.3077, 3.0609], [-1.4361, 0.4319, -3.4731], [-0.4825, -0.8384, 0.0985], [2.0036, 0.5228, 3.2515], [0.4183, -0.0249, -1.0400], [0.5524, 1.0635, 0.2648], [-1.1236, -1.1060, 1.0843], [-0.9343, -0.5176, 0.1712], [1.2519, 2.1110, -0.3479], [-0.3730, -1.8018, 0.1290]]
}

***

no.,Kohn-Sham gap (eV)
1,8.43
2,9.06